{"formula": "C2H8N4O2Sn", "method": "ωB97M-V/def2-TZVPD", "species": ["Sn", "C", "O", "N", "N", "H", "H", "H", "H", "C", "O", "N", "N", "H", "H", "H", "H"], "xyz": [[-2.8121, -0.4327, -0.0724], [-0.0066, -2.8056, 1.0013], [-1.2074, -2.7126, 0.6345], [0.6646, -3.9544, 0.8166], [0.7549, -1.8362, 1.5184], [0.1497, -4.7093, 0.3931], [1.5877, -4.0180, 1.2061], [1.7597, -1.8074, 1.5047], [0.3101, -0.9650, 1.7570], [-0.4566, 2.5730, -0.8898], [-1.2169, 1.7458, -0.3333], [0.4383, 2.2131, -1.8168], [-0.4590, 3.8684, -0.5478], [0.9995, 2.9130, -2.2708], [0.4235, 1.2585, -2.1273], [-1.1144, 4.1370, 0.1671], [0.1848, 4.5323, -0.9405]], "forces_ev_per_a": [[2.1335, 0.1080, 0.2146], [1.5965, -1.2425, -0.7237], [-1.2406, 1.9352, -0.0865], [-1.0591, 0.6038, -0.0828], [-0.8539, 1.7227, 0.3389], [0.4437, -0.2970, 0.0947], [0.0109, -0.6663, -0.0826], [0.0265, -0.4144, 0.0333], [0.1332, -0.0482, 0.0716], [1.1585, 1.0530, -0.5693], [-1.7993, -2.0564, 0.6587], [-0.3932, -0.2997, 0.1720], [-0.6592, -0.7079, 0.3734], [0.1296, -0.2558, -0.2220], [0.2965, 0.1105, -0.2396], [0.1345, 0.3387, -0.0263], [-0.0581, 0.1164, 0.0756]], "energy_ev": -18074.681, "e_homo_ev": -17.113, "e_lumo_ha": -0.39677, "e_above_lowest_kj_mol": 152.3, "charge": 2, "gap_ha": 0.2321}